1.
Here is C46H48N3PYb as an isolated structure from OMol25. Energies are from wB97M-V/def2-TZVPD.

For the gap between HOMO and LUMO (alpha / beta), the calculation gives 2.649 / 6.205 eV. The calculation puts the molar mass at 846.9 g mol⁻¹. As for the net charge: -1. As for the LUMO energy (alpha / beta): 0.083 / 0.082 Ha. As for the multiplicity: 2. The calculation puts the total energy at -3445.9426 hartree. As for the relative energy (zero: lowest compared OMol25 entry of this formula, charge and spin): 0.0 kJ/mol.

Geometry as XYZ:
```
99
C46H48N3PYb, DFT wB97M-V/def2-TZVPD
Yb 0.2000 0.6303 0.5819
P -0.6045 1.5479 3.8003
N 1.8499 1.2407 -1.2748
N 2.9532 -0.5876 -1.4890
N -0.3936 3.8791 -0.0166
C 3.8979 -6.2175 -1.4409
C -0.2284 -0.9591 7.0296
C 1.9958 4.9415 1.0202
C 3.5361 -4.0262 -0.2585
C -0.9063 -0.8141 -2.6950
C -4.3414 3.0378 4.7971
C 2.0378 3.7855 0.2565
C -0.5108 0.9222 5.5257
C -0.3734 5.0563 0.6072
C 3.1618 -1.9243 1.0509
C -3.2814 0.2009 1.7087
C -2.7875 1.2809 -1.1920
C -3.5073 4.2904 2.9033
C 0.7814 5.6153 1.1659
C 3.5086 -4.0572 -2.6650
C 3.0813 -2.0011 -4.0188
C -2.3288 -0.3727 0.7299
C -0.3659 -0.1043 8.1297
C 3.6341 -4.7414 -1.4554
C -0.5452 1.2682 7.9301
C -1.5035 -1.5128 0.9233
C 0.6831 4.0327 4.4211
C 3.0962 4.1546 4.6398
C -1.2708 -0.8259 -1.2585
C -3.1366 2.3355 4.8685
C -2.3071 3.5874 2.9694
C -0.2819 -0.4530 5.7297
C 3.2411 -1.9796 -1.4845
C 3.2149 2.9044 4.0229
C 0.8171 3.2987 -0.3044
C 1.8336 4.7278 4.8092
C -0.0708 -3.0160 -0.6166
C -1.3769 -2.2969 2.1745
C 2.0765 2.2043 3.6367
C -0.8770 -1.8109 -0.3147
C 3.3187 -2.6438 -0.2495
C -0.6069 1.7820 6.6316
C 0.7954 2.7364 3.9031
C -2.1562 0.0731 -0.6068
C -2.0965 2.6085 3.9581
C 1.8809 -0.0741 -0.8370
C 2.9758 1.5333 -2.0694
C 3.6315 0.3814 -2.2278
C 0.7087 2.1477 -1.1147
C -4.5362 4.0070 3.8102
C 3.3066 -2.6739 -2.7046
H 2.0986 -1.7850 1.3254
H -5.1312 2.8194 5.5181
H -0.6968 -3.8436 -0.9970
H 3.9887 4.6808 4.9841
H -1.6744 -1.3237 -3.3049
H 3.6637 -0.9484 1.0715
H 4.2017 2.4660 3.8573
H 3.4558 -6.6815 -0.5529
H -1.5202 3.7810 2.2389
H 0.6938 -2.8035 -1.3759
H 3.1234 2.5131 -2.4767
H 3.5605 -4.6066 -3.6073
H 3.8147 -1.2128 -4.2221
H 3.6279 -4.5543 0.6930
H 4.5167 0.1513 -2.7931
H 0.4515 -3.3823 0.2770
H -2.8153 1.2160 -2.2889
H -0.0755 -2.0281 7.1849
H 0.0426 -1.3393 -2.8713
H 3.4801 -6.6936 -2.3344
H -2.9630 0.0070 2.7398
H -0.4430 -2.8758 2.1882
H -0.2007 1.8719 -1.6642
H -0.3279 -0.5063 9.1438
H -0.7411 2.8560 6.4874
H 1.7362 5.7182 5.2571
H 2.9611 3.2326 0.0829
H -0.2974 4.4952 4.5520
H -3.3785 1.2873 1.5861
H -4.2896 -0.2342 1.5894
H -1.3360 5.5621 0.7108
H 3.1778 -2.7561 -4.8072
H -5.4874 4.5384 3.7410
H 4.9753 -6.4328 -1.4252
H -3.8218 1.3837 -0.8302
H -0.8024 0.2086 -3.0840
H -1.3810 -1.6471 3.0617
H 2.1719 1.2108 3.1797
H -3.6407 5.0576 2.1385
H -2.2077 -3.0137 2.2897
H 2.0733 -1.5687 -4.1128
H 0.6980 6.5439 1.7240
H 3.5997 -2.5445 1.8466
H -0.1470 -1.1104 4.8673
H 2.8992 5.3172 1.4976
H -3.0024 1.5779 5.6415
H -2.2571 2.2125 -0.9216
H -0.6413 1.9445 8.7814
```

2.
Here is C10H21InO10 as an isolated structure from OMol25. Energies are from wB97M-V/def2-TZVPD.

For the gap between HOMO and LUMO, the calculation gives 2.300 eV. The calculation puts the molar mass at 416.1 g mol⁻¹. As for the net charge: +2. As for the LUMO energy: -0.503 Ha. As for the multiplicity: 1. The calculation puts the total energy at -1335.2822 hartree. As for the relative energy (zero: lowest compared OMol25 entry of this formula, charge and spin): 286.1 kJ/mol.

Geometry as XYZ:
```
42
C10H21InO10, DFT wB97M-V/def2-TZVPD
In 0.8916 24.4047 -1.4128
O -3.6747 22.9164 -3.1813
O -1.4513 23.0490 -2.6233
O 3.1121 19.8406 -1.9524
O 0.4099 27.1603 -0.3685
O 2.5227 22.0991 -2.2754
O -2.3151 21.2124 -3.8771
O 1.0284 22.0086 0.3818
O 4.6057 21.4678 -1.3223
O 0.7787 28.8892 1.1675
O 0.5616 29.4156 -0.9552
C 0.5691 28.3695 -0.0744
C -2.4033 22.4056 -3.1625
C 5.1411 22.7907 -1.3263
C -1.0531 20.5686 -3.7641
C 3.3332 21.2417 -1.8657
C 1.9709 19.3676 -2.6741
C 0.7390 29.1083 -2.3345
C -3.9282 24.1629 -2.4617
C 0.7732 27.9856 2.2272
C 1.1133 20.7153 0.8930
H 1.9853 19.8189 -3.6661
H 4.6802 23.5429 -0.6862
H -0.1548 28.9168 -2.9283
H 0.8228 28.5246 3.1733
H 0.2492 20.1030 0.6352
H 1.5126 27.1912 2.1263
H 2.0153 18.2792 -2.7139
H 0.9958 19.5924 -2.2421
H -0.8128 20.2017 -2.7662
H -0.2259 27.5506 2.2001
H 1.0702 29.9482 -2.9453
H 6.1959 22.6533 -1.0880
H -4.8346 24.6255 -2.8526
H 1.2046 20.6985 1.9790
H -0.2678 21.2884 -3.9955
H -3.1190 24.8922 -2.4986
H -0.8918 19.8098 -4.5297
H 1.3510 28.2252 -2.5186
H -4.0344 23.9871 -1.3913
H 5.1882 23.1248 -2.3627
H 1.9748 20.2288 0.4355
```

3.
Here is a 11-piece molecular cluster, C38H48Br2Cl2F3N12P overall from OMol25. Energies are from wB97M-V/def2-TZVPD.

For the gap between HOMO and LUMO, the calculation gives 6.827 eV. The calculation puts the molar mass at 991.6 g mol⁻¹. As for the net charge: 0. As for the LUMO energy: -0.024 Ha. As for the multiplicity: 1. The calculation puts the total energy at -8843.0266 hartree. Its SMILES is CCP(C)c1cc(CC[C@@](F)(Br)C(F)(F)Br)c2nccnc2c1/C(Cl)=C(/C)Cl.CC#N.CC#N.CC#N.CC#N.CC#N.CC#N.CC#N.CC#N.CC#N.CC#N.

Geometry as XYZ:
```
106
C38H48Br2Cl2F3N12P, DFT wB97M-V/def2-TZVPD
Br -0.6068 0.6100 -3.6636
Br -2.0122 -2.3416 -3.5868
Cl 3.8765 2.1393 -2.5634
Cl 6.2283 -0.9067 -0.3448
P 3.5433 -2.1303 -3.1399
F -2.9288 1.5825 -2.6171
F -3.8291 -0.3596 -3.8789
F -3.8536 -1.1632 -1.8049
N -1.0470 3.9268 9.4466
N -2.7943 1.1281 3.2206
N 3.4429 1.4165 0.9700
N 1.0568 -4.9296 1.5312
N -6.1694 -5.1329 -0.6413
N -1.9450 -4.2859 4.6111
N 0.4568 0.9897 1.3344
N -7.0248 4.6284 -3.0236
N 4.0075 -3.4009 -6.7385
N 2.1203 1.3295 -5.4531
N -2.6448 0.9523 7.0048
N 3.5313 6.1075 4.1118
C -0.0686 -2.8180 2.5719
C 1.9993 -4.5595 -2.6529
C -5.1812 1.1242 2.1636
C 2.9656 -3.3925 -7.2210
C -0.0089 1.5999 10.0058
C -3.8452 1.1265 2.7558
C -2.4387 -3.3530 5.0652
C -6.4902 -3.1980 -2.3621
C -3.0634 -2.1657 5.6424
C 4.9281 0.0814 -1.0766
C -1.0018 -0.8569 -0.3491
C 1.2320 1.8292 2.0726
C 0.5605 -4.0003 1.9894
C 1.4748 3.8430 -5.7255
C 2.6919 2.0576 1.9046
C 2.7360 -1.1779 -1.7594
C 3.4054 -0.2244 -0.8902
C -2.9309 2.0562 6.8686
C 1.6394 -3.3818 -7.8323
C -3.2925 3.4592 6.6923
C 1.2430 -1.3902 -1.5472
C -5.5645 2.6143 -3.8122
C 1.8355 2.4360 -5.5731
C 5.8718 5.2667 3.3206
C -6.3820 3.7420 -3.3708
C 5.2285 1.1729 -1.8464
C 2.3235 -3.4502 -3.7474
C 1.2508 0.3373 0.4024
C 4.5619 5.7385 3.7642
C -3.0005 -0.8153 -2.8378
C -2.1051 0.4361 -2.4060
C 6.6682 1.6820 -2.1497
C 5.0396 -3.1054 -2.5447
C 0.5594 -0.6474 -0.5161
C -0.5890 2.9027 9.6928
C 2.6934 0.5420 0.1982
C -1.7079 0.4597 -0.8884
C -6.3106 -4.2815 -1.3990
H 6.9565 2.4342 -1.3614
H 2.7408 -4.0076 -4.6359
H -4.3049 3.6598 7.0466
H 1.2413 -4.3920 -7.9407
H 5.9741 5.3335 2.2363
H -0.6661 0.7863 9.6944
H 0.6479 -2.1101 -2.1678
H 1.2103 -5.2826 -2.9904
H 0.2515 -1.9039 2.0674
H 3.1998 2.8075 2.5657
H -1.3072 -1.7998 -0.8712
H -7.4662 -2.7223 -2.2523
H 0.9482 1.4577 9.5018
H 1.3631 -2.9725 -4.1072
H 0.9278 -2.8126 -7.2314
H 0.7141 2.4090 2.8857
H -0.9590 1.2957 -0.7556
H -4.8432 2.9156 -4.5733
H -6.1770 1.8196 -4.2414
H 2.9569 -5.1408 -2.5004
H 0.1660 1.4876 11.0769
H 5.9810 -2.6016 -2.8978
H -2.6185 4.1168 7.2445
H -5.5759 0.1109 2.0725
H -2.5905 0.7604 -0.2513
H -5.1763 1.5638 1.1646
H 1.5052 4.1520 -6.7715
H -5.8869 1.6962 2.7679
H 6.6267 2.2238 -3.1381
H -6.4186 -3.5589 -3.3894
H 0.4666 4.0387 -5.3562
H -2.7398 -1.2549 5.1346
H 1.6925 -4.1463 -1.6570
H 0.1799 -2.7094 3.6279
H -2.8137 -2.0536 6.6980
H 5.0090 -4.1030 -3.0808
H -3.2504 3.7559 5.6427
H 2.1565 4.4920 -5.1733
H -1.2466 -1.0124 0.7421
H -1.1554 -2.8649 2.4994
H -4.1514 -2.2099 5.5687
H 6.0371 4.2250 3.6003
H 1.6613 -2.9312 -8.8257
H 5.0156 -3.2882 -1.4405
H -5.0021 2.1802 -2.9870
H 7.4415 0.8746 -2.1415
H -5.7350 -2.4223 -2.2374
H 6.6782 5.8548 3.7614
```

4.
Here is C2H8FMgO2V as an isolated structure from OMol25. Energies are from wB97M-V/def2-TZVPD.

For the gap between HOMO and LUMO (alpha / beta), the calculation gives 7.463 / 8.179 eV. The calculation puts the molar mass at 158.3 g mol⁻¹. As for the net charge: +3. As for the LUMO energy (alpha / beta): -0.530 / -0.505 Ha. As for the multiplicity: 4. The calculation puts the total energy at -1474.2632 hartree. As for the relative energy (zero: lowest compared OMol25 entry of this formula, charge and spin): 83.8 kJ/mol.

Geometry as XYZ:
```
15
C2H8FMgO2V, DFT wB97M-V/def2-TZVPD
V -8.4266 25.2179 -2.8399
Mg -11.0271 24.5365 0.1964
F -10.0704 25.0169 -1.3848
O -10.2022 24.7978 -4.2862
O -11.9112 26.3174 0.5549
C -12.8881 26.8591 -0.3594
C -10.6265 24.3651 -5.5220
H -9.7203 24.2625 -6.1190
H -11.1794 23.4489 -5.3149
H -11.8985 26.9265 1.2968
H -11.0443 25.0404 -3.8942
H -13.7789 27.1069 0.2178
H -13.2070 26.2487 -1.2043
H -11.2006 25.0092 -6.1880
H -12.4975 27.7654 -0.8222
```

5.
Here is a 5-piece molecular cluster, C20H40O15 overall from OMol25. Energies are from wB97M-V/def2-TZVPD.

For the gap between HOMO and LUMO, the calculation gives 11.105 eV. The calculation puts the molar mass at 520.5 g mol⁻¹. As for the net charge: 0. As for the LUMO energy: 0.024 Ha. As for the multiplicity: 1. The calculation puts the total energy at -1914.5897 hartree. As for the relative energy (zero: lowest compared OMol25 entry of this formula, charge and spin): 297.8 kJ/mol. Its SMILES is CCOC(=O)OC.CCOC(=O)OC.CCOC(=O)OC.CCOC(=O)OC.CCOC(=O)OC.

Geometry as XYZ:
```
75
C20H40O15, DFT wB97M-V/def2-TZVPD
O -0.0806 3.8938 -3.6475
O 0.7866 0.0308 -0.6111
O -1.9312 4.0468 -2.2436
O -3.5967 -4.2486 1.2621
O -1.6077 -1.1250 -6.7508
O -5.6506 -3.3458 1.1492
O 1.5663 -0.3413 1.3660
O -1.7918 1.0428 -6.6520
O 6.5722 0.2825 6.6781
O 4.3789 0.7849 7.2876
O -4.0434 -2.0762 1.8826
O -0.8913 -0.0749 -4.7949
O 0.6916 -2.1247 0.2433
O -1.0144 5.9325 -2.9634
O 5.9126 -0.2118 8.6717
C 0.0552 -0.3383 -1.8252
C 4.9418 -0.4360 9.7720
C 7.4583 0.6258 4.5535
C -3.6255 2.1965 -2.3077
C -4.3427 -3.1419 1.4811
C -8.0033 -2.8941 0.6756
C 6.3978 1.0066 5.4534
C -1.1488 -2.3623 -6.2348
C -2.1159 2.6407 -2.0312
C 2.0143 -1.1358 2.4524
C 0.1191 6.6803 -3.4593
C -1.6220 2.3894 -6.1181
C 5.5306 0.3271 7.4975
C 3.4292 -0.6154 2.6999
C 0.3591 -2.6556 -6.5567
C -1.3966 -0.0476 -5.9642
C -0.9112 4.5750 -3.0280
C -6.6928 -2.3645 1.2228
C -2.2170 -4.1578 1.5435
C 0.9583 -0.9046 0.3176
H -3.8949 1.1403 -2.3058
H 3.4767 0.4594 2.8750
H 4.1181 -0.8118 1.8783
H -1.5079 2.2049 -2.8240
H -2.3316 3.0728 -6.5843
H -8.3492 -3.6777 1.3497
H 5.4318 0.7888 4.9980
H -8.7757 -2.1253 0.6960
H 5.5546 -0.9897 10.4833
H -1.4467 -2.4266 -5.1883
H -1.9058 -5.1738 1.7865
H -6.7065 -1.8886 2.2034
H -3.9611 2.5677 -3.2761
H -0.9655 -0.3124 -1.4434
H -1.7319 2.2254 -1.0994
H 0.4239 -1.1553 -2.4454
H 0.3070 0.3840 -2.6017
H 0.6604 -3.6471 -6.2190
H -1.9107 -3.4820 2.3420
H -1.7178 2.3651 -5.0326
H 7.4914 1.0492 3.5496
H 4.5167 0.4295 10.2801
H 3.8024 -1.0194 3.6409
H 0.5712 -2.5918 -7.6239
H 2.0428 -2.1996 2.2168
H 1.0890 -2.0665 -6.0014
H -1.5515 -3.8987 0.7200
H 8.3604 1.1322 4.8969
H 7.5435 -0.4602 4.5901
H -6.3745 -1.5785 0.5380
H -1.6813 -3.1406 -6.7814
H 4.1730 -1.0714 9.3323
H 6.4862 2.0422 5.7818
H 0.1853 7.7445 -3.2326
H 1.5027 -0.8310 3.3653
H -4.3113 2.7958 -1.7089
H -0.6661 2.8376 -6.3893
H 1.0819 6.4295 -3.0140
H 0.2818 6.4265 -4.5068
H -7.7989 -3.4007 -0.2676
```

6.
Here is C34H86F3O12Zn as an isolated structure from OMol25. Energies are from wB97M-V/def2-TZVPD.

For the gap between HOMO and LUMO, the calculation gives 2.302 eV. The calculation puts the molar mass at 809.4 g mol⁻¹. As for the net charge: +1. As for the LUMO energy: -0.330 Ha. As for the multiplicity: 1. The calculation puts the total energy at -4328.0996 hartree. As for the relative energy (zero: lowest compared OMol25 entry of this formula, charge and spin): 1342.9 kJ/mol.

Geometry as XYZ:
```
136
C34H86F3O12Zn, DFT wB97M-V/def2-TZVPD
Zn 11.1390 20.4490 -18.5134
F 5.7592 22.3881 -19.8441
F 5.1348 20.6628 -18.7460
F 4.2980 22.4764 -18.1648
O -0.9176 23.9313 -16.3770
O 6.9662 13.7172 -9.9008
O 6.4925 21.2542 -16.4171
O -0.8860 24.6522 -20.5952
O 8.0496 22.0354 -17.9840
O 10.1459 19.3813 -21.6714
O -2.4186 19.9394 -15.3897
O 9.4608 18.1698 -16.5709
O 8.3906 29.4324 -16.5653
O 4.7272 14.8799 -21.6383
O 8.3704 26.8304 -20.7493
O 4.3380 24.6080 -11.6493
C 8.7503 27.7302 -15.0686
C 5.1668 23.1328 -9.9936
C 5.4187 21.9900 -18.6271
C 5.7469 13.8797 -10.6200
C 9.6592 16.8949 -15.9364
C 9.7239 17.0755 -14.3237
C 8.6097 27.4609 -23.0809
C -2.1186 18.6822 -15.6714
C 4.2632 24.3233 -10.2428
C 2.7772 16.1208 -22.0560
C 8.5534 15.9260 -16.3599
C 7.8528 28.8721 -15.4292
C 6.4326 27.3340 -22.0048
C 5.4007 21.3746 -15.4966
C -0.6049 18.6923 -15.7053
C 6.6492 22.1865 -17.5320
C 6.1909 13.8039 -12.1106
C 5.2280 20.0170 -14.7936
C 3.9000 15.3053 -22.6801
C 8.7561 19.9762 -23.6264
C -2.7407 17.7812 -14.5173
C 5.0935 15.1600 -10.1840
C 6.4818 28.2182 -15.9686
C -0.3871 24.5486 -14.1556
C -1.2976 22.4113 -21.4069
C 0.8277 25.5056 -16.0775
C 3.4871 14.0844 -23.4738
C 7.8114 26.6881 -22.0590
C 11.2800 19.6028 -23.7585
C 10.1077 20.1032 -22.8883
C 0.3734 24.0691 -22.5805
C 2.7574 24.2513 -9.8600
C -0.2743 23.5369 -21.2306
C 0.0897 24.3410 -15.5658
H 2.1088 16.5412 -22.8074
H -0.0667 17.8990 -15.1866
H -3.7842 17.7598 -14.8313
H 8.2643 27.0588 -14.3608
H 0.3345 26.4278 -15.7704
H 8.6922 28.5095 -22.7948
H 7.5653 13.0436 -10.2309
H -3.2660 19.9236 -14.9388
H -0.1412 18.6678 -16.6914
H -2.6992 18.2284 -13.5241
H 5.7389 29.0109 -16.0571
H 2.2441 23.4078 -10.3216
H 2.1356 15.4461 -21.4892
H 4.0248 15.3587 -10.2646
H -1.2311 25.2323 -14.2464
H -0.6778 23.6898 -13.5506
H -1.1698 23.1045 -15.9594
H 8.4021 28.7533 -17.2437
H 3.9974 25.4736 -11.8867
H 4.1954 19.7033 -14.9464
H -2.4774 18.4575 -16.6758
H 4.9469 22.2153 -10.5395
H 6.0313 27.4882 -15.2961
H 5.6151 22.1976 -14.8149
H 4.7105 25.1889 -9.7543
H 5.1189 22.8604 -8.9392
H 8.7502 17.4173 -13.9727
H 5.5302 19.9543 -13.7482
H 5.8288 27.0087 -22.8520
H 1.2011 23.5811 -23.0952
H 4.0977 14.5392 -20.9985
H 4.3904 21.5884 -15.8456
H 2.7055 13.5952 -22.8925
H 5.2922 13.9219 -12.7160
H 0.8800 25.4837 -17.1660
H 5.8870 27.0440 -21.1069
H 5.5638 16.0311 -10.6402
H 2.5164 24.2374 -8.7971
H 0.5126 23.2272 -20.5429
H 4.2210 13.3158 -23.7159
H 8.6008 20.8493 -24.2602
H 6.6187 27.6355 -16.8795
H -1.2239 21.6039 -20.6783
H 0.6561 25.1217 -22.5942
H -2.3416 22.7240 -21.3831
H 11.6223 20.4289 -24.3819
H 6.4926 28.4210 -21.9528
H 9.8535 18.4822 -21.8381
H 7.8240 25.6242 -22.2957
H 2.3912 25.2172 -10.2080
H 9.5150 26.9032 -23.3209
H 12.0517 19.1705 -23.1215
H 0.2905 25.1296 -13.5299
H 8.6794 18.6056 -16.2230
H -0.4318 24.0376 -23.3145
H 5.2647 12.9521 -10.3116
H -1.2338 21.9625 -22.3982
H 6.8316 14.6495 -12.3607
H 5.8183 19.1684 -15.1393
H 4.4152 16.0368 -23.3026
H 1.8598 25.5025 -15.7272
H 10.3699 17.9158 -14.0695
H 8.1088 27.4372 -24.0486
H 9.5978 28.0714 -14.4741
H 10.5499 16.4205 -16.3485
H 8.8423 19.0423 -24.1818
H 7.5902 16.1735 -15.9136
H 3.1520 16.9598 -21.4697
H 3.1379 14.3805 -24.4630
H 8.7385 14.9400 -15.9339
H 10.2468 21.1162 -22.5108
H 8.6026 15.8427 -17.4456
H 0.6972 23.4362 -15.5843
H 6.5129 23.1720 -17.0866
H 11.0407 18.7427 -24.3837
H 7.9553 19.9767 -22.8869
H -0.1538 19.6286 -15.3767
H -1.0287 24.3641 -19.6907
H -2.3846 16.7512 -14.5324
H 10.1027 16.1894 -13.8143
H 7.7925 29.4968 -14.5380
H 8.4372 25.9386 -20.4003
H 6.8108 12.9514 -12.3882
H 9.2588 27.2002 -15.8740
H 6.2210 23.3386 -10.1794
H 5.1943 15.2350 -9.1012
```